Record 1
Below is C4H6O2 in the gas phase, with properties calculated with the ωB97M-V functional and the def2-TZVPD basis.

```
12
Properties=species:S:1:pos:R:3:forces:R:3:nbo_charge:R:1
C 1.3040 -0.6345 0.2318 0.083 -0.050 0.036 -0.739
C -1.3834 0.0299 1.3108 0.004 0.447 -0.083 0.086
O -1.0408 1.0532 0.5757 -0.096 -0.282 0.278 -0.471
C -0.6516 0.7212 -0.7759 -0.062 0.000 -0.193 -0.179
C 0.2496 -0.5060 -0.8414 0.003 -0.322 -0.290 0.579
O 0.1417 -1.2827 -1.7640 0.101 0.478 0.464 -0.518
H 0.9715 -1.3852 0.9544 0.071 0.063 -0.109 0.263
H 2.2418 -0.9658 -0.2180 -0.121 -0.011 0.010 0.243
H 1.4552 0.3054 0.7685 0.019 -0.112 -0.072 0.219
H -1.6382 0.5125 2.2847 0.005 -0.066 -0.159 0.083
H -0.1011 1.5923 -1.1526 -0.113 -0.157 0.044 0.212
H -1.5487 0.5597 -1.3740 0.105 0.012 0.074 0.222
```
Positions in Å, forces in eV/Å.

HOMO energy in eV: -9.06
Energy above the lowest of the compared OMol25 structures with the same formula, charge and spin in kJ/mol: 355.5
Orbital gap in eV: 9.46
DFT total energy in Ha: -306.37090
LUMO in eV: 0.40

---

Record 2
Below is C4H6O2 in the gas phase in a non-equilibrium geometry, with properties calculated with the ωB97M-V functional and the def2-TZVPD basis.

```
12
Properties=species:S:1:pos:R:3:forces:R:3:nbo_charge:R:1
O -0.5118 1.9290 -0.0739 0.823 -1.586 1.416 -0.516
C -1.4585 1.0286 -0.5880 -0.613 -0.493 -0.406 -0.126
C -0.3458 0.3921 0.0556 0.226 0.904 -0.345 0.485
C 0.9884 -0.2061 -0.3375 0.007 0.094 -0.215 -0.470
C 0.7739 -1.1222 0.8754 0.040 0.043 0.024 -0.060
O -0.4733 -0.4365 1.1831 0.019 0.788 0.137 -0.491
H -2.4014 1.0066 -0.0484 -0.129 -0.068 -0.003 0.184
H -1.5632 0.9925 -1.6570 -0.067 0.076 -0.514 0.172
H 1.8014 0.5136 -0.2264 -0.119 -0.118 -0.047 0.236
H 1.0376 -0.6829 -1.3148 0.001 0.000 0.042 0.222
H 1.4883 -1.0333 1.6985 -0.074 0.050 -0.153 0.184
H 0.6083 -2.1830 0.6466 -0.116 0.310 0.065 0.181
```
Positions in Å, forces in eV/Å.

HOMO energy in eV: -9.84
Energy above the lowest of the compared OMol25 structures with the same formula, charge and spin in kJ/mol: 277.6
Orbital gap in eV: 10.86
SMILES: C1C[C@@]2(CO2)O1
DFT total energy in Ha: -306.40056
LUMO in eV: 1.02

---

Record 3
Below is a molecular structure, C4H6O2 in a non-equilibrium geometry, with properties calculated with the ωB97M-V functional and the def2-TZVPD basis.

```
12
Properties=species:S:1:pos:R:3:forces:R:3:nbo_charge:R:1
O 2.3302 -1.3273 0.5206 -0.550 0.731 -0.207 -0.505
C 1.2683 -0.7592 0.5887 -0.417 -0.479 -0.215 0.438
C 0.4242 -0.0933 -0.4931 0.669 -0.294 0.411 -0.363
C -1.0057 -0.4869 -0.1036 -0.692 -0.096 -1.297 -0.076
O -1.1883 0.6820 0.6864 -0.039 -0.068 -0.136 -0.521
C -0.1610 1.3076 -0.1053 0.576 0.154 0.176 -0.055
H 0.5600 -0.8801 1.4376 0.846 0.102 0.691 0.101
H 0.7199 -0.3174 -1.5288 0.126 0.257 0.452 0.227
H -1.3649 -0.3551 -1.1182 -1.705 -0.073 -0.155 0.167
H -1.4269 -1.4062 0.3238 0.733 0.148 0.109 0.206
H 0.5169 1.9337 0.4671 -0.102 0.171 0.200 0.192
H -0.6501 1.9164 -0.8930 0.555 -0.552 -0.029 0.189
```
Positions in Å, forces in eV/Å.

HOMO energy in eV: -9.60
Energy above the lowest of the compared OMol25 structures with the same formula, charge and spin in kJ/mol: 270.9
Orbital gap in eV: 10.50
DFT total energy in Ha: -306.40313
LUMO in eV: 0.90

---

Record 4
Below is a molecular structure, C4H6O2 in a non-equilibrium geometry, with properties calculated with the ωB97M-V functional and the def2-TZVPD basis.

```
12
Properties=species:S:1:pos:R:3:forces:R:3:nbo_charge:R:1
C -0.9344 0.6215 0.2785 0.618 -2.402 -2.370 0.172
C 0.2866 1.3305 -0.0160 -2.409 -0.282 -0.524 0.204
C 0.2419 -0.7107 -0.1352 2.522 -0.194 1.452 -0.082
C 0.5023 -1.7295 0.6980 -0.375 1.004 0.130 -0.525
O -1.5600 0.0141 -0.7259 -0.842 2.640 1.121 -0.692
O 0.3618 1.8584 -1.2526 0.775 -1.048 0.158 -0.649
H -0.2577 1.3197 -1.8011 -0.121 0.421 0.347 0.511
H -1.3089 0.6325 1.3043 0.089 -0.402 0.029 0.197
H 0.8976 1.7816 0.7569 0.214 -0.268 -0.212 0.215
H 0.5445 -0.7853 -1.1724 -0.318 0.537 0.050 0.227
H 1.0121 -2.6088 0.3239 -0.333 -0.051 -0.174 0.221
H 0.2143 -1.7240 1.7417 0.179 0.046 -0.006 0.202
```
Positions in Å, forces in eV/Å.

HOMO energy (alpha / beta) in eV: -8.10 / -8.11
Energy above the lowest of the compared OMol25 structures with the same formula, charge and spin in kJ/mol: 489.7
Orbital gap (alpha / beta) in eV: 8.70 / 8.71
DFT total energy in Ha: -306.31977
LUMO (alpha / beta) in eV: 0.60 / 0.60

---

Record 5
Below is a molecular structure, C4H6O2 in a non-equilibrium geometry, with properties calculated with the ωB97M-V functional and the def2-TZVPD basis.

```
12
Properties=species:S:1:pos:R:3:forces:R:3:nbo_charge:R:1
O 0.3942 2.1884 1.4939 -0.286 -0.467 -0.266 -0.510
C -0.1868 1.2362 1.0261 -0.076 0.146 0.074 0.434
C 0.2942 0.4299 -0.1241 -0.302 0.024 -0.030 -0.376
C 0.6355 -1.0834 0.1914 -0.098 1.727 0.504 -0.056
O 0.1336 -1.5055 -1.0731 0.192 0.250 0.144 -0.522
C -0.6382 -0.2945 -1.0738 -0.680 0.408 -0.479 -0.045
H -1.1202 0.8476 1.4811 -0.078 0.124 0.138 0.099
H 1.1316 0.9542 -0.6188 -0.298 -0.482 0.234 0.223
H 1.6678 -0.8704 0.3224 1.386 -2.038 0.230 0.208
H 0.0445 -1.5528 0.9958 0.651 0.317 0.026 0.186
H -1.5896 -0.4511 -0.5484 -0.189 -0.071 -0.377 0.166
H -0.7665 0.1014 -2.0725 -0.223 0.062 -0.199 0.194
```
Positions in Å, forces in eV/Å.

HOMO energy in eV: -10.04
Energy above the lowest of the compared OMol25 structures with the same formula, charge and spin in kJ/mol: 259.7
Orbital gap in eV: 10.80
DFT total energy in Ha: -306.40739
LUMO in eV: 0.76

---

Record 6
Below is 2 unconnected molecules or ions with the total composition C4H6O2, with properties calculated with the ωB97M-V functional and the def2-TZVPD basis.

```
12
Properties=species:S:1:pos:R:3:forces:R:3:nbo_charge:R:1
C 1.0839 0.9643 -1.1478 0.079 0.098 -0.003 -0.603
C -0.0747 0.0210 -0.9379 -0.250 0.045 0.011 -0.543
C -0.4019 -1.1695 1.8929 0.259 -0.121 0.059 0.277
O 0.6617 -1.7040 2.0756 -0.468 0.211 -0.056 -0.509
C -1.2749 0.4025 -0.5655 -0.462 0.159 0.135 0.705
O -2.3394 0.7273 -0.2017 0.807 -0.245 -0.269 -0.468
H 1.3806 0.9858 -2.2016 -0.025 0.004 0.150 0.217
H 0.8317 1.9848 -0.8485 0.010 -0.140 -0.042 0.218
H 1.9492 0.6465 -0.5580 -0.123 0.029 -0.064 0.223
H 0.0442 -1.0412 -1.1229 -0.062 0.077 0.006 0.264
H -0.6202 -0.1415 2.2443 0.087 -0.110 -0.005 0.112
H -1.2403 -1.6760 1.3710 0.148 -0.007 0.081 0.106
```
Positions in Å, forces in eV/Å.

HOMO energy in eV: -9.13
Energy above the lowest of the compared OMol25 structures with the same formula, charge and spin in kJ/mol: 211.4
Orbital gap in eV: 9.77
SMILES: CC=C=O.C=O
DFT total energy in Ha: -306.42578
LUMO in eV: 0.64

---

Record 7
Below is a molecular structure, C4H6O2, with properties calculated with the ωB97M-V functional and the def2-TZVPD basis.

```
12
Properties=species:S:1:pos:R:3:forces:R:3:nbo_charge:R:1
O -1.9903 -0.6831 -0.6116 0.014 0.354 -0.033 -0.642
C -1.3507 0.4523 -0.6503 0.432 -0.245 0.085 0.191
C 0.1366 0.3995 -0.4733 -0.051 0.064 -0.124 -0.406
C 0.5611 0.7071 0.9839 -0.081 0.387 0.156 -0.030
O 1.0321 -0.6274 1.1749 0.044 -0.068 0.111 -0.528
C 0.7541 -0.9767 -0.1906 -0.013 -0.261 -0.300 -0.063
H -2.5958 0.3069 -0.7320 -0.238 -0.127 -0.010 0.501
H 0.6224 1.0204 -1.2305 -0.106 -0.086 0.121 0.238
H 1.3604 1.4520 1.0784 -0.108 -0.129 -0.027 0.181
H -0.2550 0.9638 1.6708 0.112 -0.049 -0.096 0.181
H 0.0560 -1.8175 -0.2670 0.126 0.109 0.028 0.197
H 1.6689 -1.1972 -0.7527 -0.130 0.050 0.089 0.179
```
Positions in Å, forces in eV/Å.

HOMO energy in eV: -8.90
Energy above the lowest of the compared OMol25 structures with the same formula, charge and spin in kJ/mol: 529.9
Orbital gap in eV: 9.56
DFT total energy in Ha: -306.30447
LUMO in eV: 0.66

---

Record 8
Below is C4H6O2 in the gas phase, with properties calculated with the ωB97M-V functional and the def2-TZVPD basis.

```
12
Properties=species:S:1:pos:R:3:forces:R:3:nbo_charge:R:1
C 1.2582 0.6443 -0.1143 0.016 0.003 -0.026 -0.629
C 0.0001 -0.1676 0.0606 0.075 0.233 0.083 0.088
C -0.8429 -0.5446 -1.0858 -0.205 0.110 -0.158 -0.090
O -0.0097 -1.4957 -0.4542 0.106 -0.212 0.024 -0.472
C -0.7153 -0.0490 1.3748 -0.004 0.425 0.203 0.423
O -0.6975 0.9508 2.0517 0.045 -0.521 -0.283 -0.507
H 1.8904 0.5737 0.7751 -0.078 -0.020 -0.114 0.227
H 1.8161 0.2676 -0.9754 -0.104 0.065 0.083 0.228
H 1.0204 1.6994 -0.2716 0.001 -0.126 0.047 0.231
H -1.9157 -0.6946 -0.9561 0.179 -0.006 0.013 0.187
H -0.5348 -0.2214 -2.0807 0.001 -0.061 0.177 0.192
H -1.2693 -0.9629 1.6758 -0.030 0.110 -0.050 0.122
```
Positions in Å, forces in eV/Å.

HOMO energy in eV: -10.09
Energy above the lowest of the compared OMol25 structures with the same formula, charge and spin in kJ/mol: 172.1
Orbital gap in eV: 10.95
SMILES: C[C@@]1(C=O)CO1
DFT total energy in Ha: -306.44074
LUMO in eV: 0.87

---

Record 9
Below is C4H6O2 in the gas phase in a non-equilibrium geometry, with properties calculated with the ωB97M-V functional and the def2-TZVPD basis.

```
12
Properties=species:S:1:pos:R:3:forces:R:3:nbo_charge:R:1
C -1.2808 -0.2818 -0.0490 -0.268 -0.159 0.182 -0.089
O -0.8640 0.9146 -0.6581 0.294 0.047 -0.213 -0.527
C 0.5474 1.0989 -0.5724 0.630 -0.355 -0.246 -0.070
C 1.1349 -0.2515 0.0290 -0.028 0.955 0.901 -0.006
O 0.6939 -0.0720 1.3768 -0.130 -0.455 1.300 -0.496
C -0.0596 -0.9206 0.5385 -0.335 -0.169 0.148 0.018
H -2.0131 -0.0451 0.7259 -0.118 -0.063 -0.003 0.189
H -1.7393 -0.9201 -0.8128 -0.004 -0.161 0.198 0.180
H 0.9439 1.2875 -1.5518 0.081 0.238 -0.685 0.174
H 0.6431 2.0277 0.0614 0.786 -1.304 -0.312 0.202
H 2.0667 -0.8990 0.0053 -0.858 1.635 -0.818 0.223
H -0.0731 -1.9386 0.9072 -0.050 -0.208 -0.454 0.202
```
Positions in Å, forces in eV/Å.

HOMO energy in eV: -9.75
Energy above the lowest of the compared OMol25 structures with the same formula, charge and spin in kJ/mol: 263.3
Orbital gap in eV: 10.79
SMILES: C1OC[C@H]2O[C@@H]12
DFT total energy in Ha: -306.40599
LUMO in eV: 1.04

---

Record 10
Below is C4H6O2 in the gas phase, with properties calculated with the ωB97M-V functional and the def2-TZVPD basis.

```
12
Properties=species:S:1:pos:R:3:forces:R:3:nbo_charge:R:1
O 2.3875 -0.7669 0.2068 -0.374 0.383 0.285 -0.499
C 1.5570 -0.0007 0.6276 0.235 -0.239 -0.175 0.423
C 0.2870 0.3271 -0.1440 0.151 -0.111 -0.178 -0.019
C -0.2742 -0.8480 -0.9208 -0.030 -0.040 -0.066 -0.656
C -1.9158 0.7097 0.5959 0.381 0.411 0.198 0.085
O -0.6460 0.9295 0.8032 -0.566 -0.099 -0.150 -0.472
H 1.6955 0.5494 1.5802 -0.041 -0.077 -0.066 0.126
H 0.5546 1.1614 -0.8064 0.035 -0.156 0.034 0.217
H 0.5293 -1.5630 -1.1098 -0.057 0.137 -0.028 0.241
H -0.7147 -0.5285 -1.8660 0.031 -0.060 0.124 0.229
H -1.0730 -1.3173 -0.3426 0.188 -0.030 -0.062 0.246
H -2.3871 1.3472 1.3757 0.048 -0.119 0.085 0.080
```
Positions in Å, forces in eV/Å.

HOMO energy in eV: -8.91
Energy above the lowest of the compared OMol25 structures with the same formula, charge and spin in kJ/mol: 380.0
Orbital gap in eV: 9.33
DFT total energy in Ha: -306.36157
LUMO in eV: 0.43

---

energy above the lowest of the compared OMol25 structures with the same formula, charge and spin of number 3 (C4H6O2)?
270.9 kJ/mol

---

Repeat the seventh record exactly.
Below is a molecular structure, C4H6O2, with properties calculated with the ωB97M-V functional and the def2-TZVPD basis.

```
12
Properties=species:S:1:pos:R:3:forces:R:3:nbo_charge:R:1
O -1.9903 -0.6831 -0.6116 0.014 0.354 -0.033 -0.642
C -1.3507 0.4523 -0.6503 0.432 -0.245 0.085 0.191
C 0.1366 0.3995 -0.4733 -0.051 0.064 -0.124 -0.406
C 0.5611 0.7071 0.9839 -0.081 0.387 0.156 -0.030
O 1.0321 -0.6274 1.1749 0.044 -0.068 0.111 -0.528
C 0.7541 -0.9767 -0.1906 -0.013 -0.261 -0.300 -0.063
H -2.5958 0.3069 -0.7320 -0.238 -0.127 -0.010 0.501
H 0.6224 1.0204 -1.2305 -0.106 -0.086 0.121 0.238
H 1.3604 1.4520 1.0784 -0.108 -0.129 -0.027 0.181
H -0.2550 0.9638 1.6708 0.112 -0.049 -0.096 0.181
H 0.0560 -1.8175 -0.2670 0.126 0.109 0.028 0.197
H 1.6689 -1.1972 -0.7527 -0.130 0.050 0.089 0.179
```
Positions in Å, forces in eV/Å.

HOMO energy in eV: -8.90
Energy above the lowest of the compared OMol25 structures with the same formula, charge and spin in kJ/mol: 529.9
Orbital gap in eV: 9.56
DFT total energy in Ha: -306.30447
LUMO in eV: 0.66

---

Copy entry 1 word for word.
Below is C4H6O2 in the gas phase, with properties calculated with the ωB97M-V functional and the def2-TZVPD basis.

```
12
Properties=species:S:1:pos:R:3:forces:R:3:nbo_charge:R:1
C 1.3040 -0.6345 0.2318 0.083 -0.050 0.036 -0.739
C -1.3834 0.0299 1.3108 0.004 0.447 -0.083 0.086
O -1.0408 1.0532 0.5757 -0.096 -0.282 0.278 -0.471
C -0.6516 0.7212 -0.7759 -0.062 0.000 -0.193 -0.179
C 0.2496 -0.5060 -0.8414 0.003 -0.322 -0.290 0.579
O 0.1417 -1.2827 -1.7640 0.101 0.478 0.464 -0.518
H 0.9715 -1.3852 0.9544 0.071 0.063 -0.109 0.263
H 2.2418 -0.9658 -0.2180 -0.121 -0.011 0.010 0.243
H 1.4552 0.3054 0.7685 0.019 -0.112 -0.072 0.219
H -1.6382 0.5125 2.2847 0.005 -0.066 -0.159 0.083
H -0.1011 1.5923 -1.1526 -0.113 -0.157 0.044 0.212
H -1.5487 0.5597 -1.3740 0.105 0.012 0.074 0.222
```
Positions in Å, forces in eV/Å.

HOMO energy in eV: -9.06
Energy above the lowest of the compared OMol25 structures with the same formula, charge and spin in kJ/mol: 355.5
Orbital gap in eV: 9.46
DFT total energy in Ha: -306.37090
LUMO in eV: 0.40

---

Repeat the tenth record exactly.
Below is C4H6O2 in the gas phase, with properties calculated with the ωB97M-V functional and the def2-TZVPD basis.

```
12
Properties=species:S:1:pos:R:3:forces:R:3:nbo_charge:R:1
O 2.3875 -0.7669 0.2068 -0.374 0.383 0.285 -0.499
C 1.5570 -0.0007 0.6276 0.235 -0.239 -0.175 0.423
C 0.2870 0.3271 -0.1440 0.151 -0.111 -0.178 -0.019
C -0.2742 -0.8480 -0.9208 -0.030 -0.040 -0.066 -0.656
C -1.9158 0.7097 0.5959 0.381 0.411 0.198 0.085
O -0.6460 0.9295 0.8032 -0.566 -0.099 -0.150 -0.472
H 1.6955 0.5494 1.5802 -0.041 -0.077 -0.066 0.126
H 0.5546 1.1614 -0.8064 0.035 -0.156 0.034 0.217
H 0.5293 -1.5630 -1.1098 -0.057 0.137 -0.028 0.241
H -0.7147 -0.5285 -1.8660 0.031 -0.060 0.124 0.229
H -1.0730 -1.3173 -0.3426 0.188 -0.030 -0.062 0.246
H -2.3871 1.3472 1.3757 0.048 -0.119 0.085 0.080
```
Positions in Å, forces in eV/Å.

HOMO energy in eV: -8.91
Energy above the lowest of the compared OMol25 structures with the same formula, charge and spin in kJ/mol: 380.0
Orbital gap in eV: 9.33
DFT total energy in Ha: -306.36157
LUMO in eV: 0.43